C21H21AlAsN6S5Si as an isolated structure, computed with ωB97M-V with the def2-TZVPD basis set.

As for the total charge: -1. Its relative energy (zero: lowest compared OMol25 entry of this formula, charge and spin) is 27.1 kcal/mol. As for the HOMO energy: -0.1460 hartree. The calculation puts the HOMO-LUMO gap at 0.181 Ha. For the calculated total energy, the calculation gives -5900.43164 Ha.

Positions of all 56 atoms, in Å:
Al -0.903 0.663 1.076
S 3.953 2.409 2.830
As 3.097 2.642 4.737
S -0.851 2.172 2.734
S -2.090 0.413 2.996
S 3.070 0.830 5.783
S 1.884 -6.268 0.183
N 0.525 -5.622 -0.410
C 0.466 -4.383 0.040
C -0.591 -3.430 -0.245
C -1.712 -3.703 -1.023
C -2.650 -2.711 -1.211
C -2.442 -1.466 -0.623
N -1.374 -1.196 0.111
C -0.461 -2.156 0.311
C 0.665 -1.799 1.162
N 0.647 -0.548 1.656
C 1.608 -0.174 2.487
C 2.667 -1.022 2.838
C 2.703 -2.292 2.321
C 1.671 -2.704 1.466
C 1.570 -4.025 0.874
N 2.437 -5.009 1.032
H -1.829 -4.686 -1.460
H -3.538 -2.881 -1.803
H -3.149 -0.657 -0.747
H 1.534 0.832 2.879
H 3.414 -0.634 3.517
H 3.502 -2.980 2.563
C -4.413 1.863 0.687
C -3.428 2.053 -0.422
C -3.725 2.722 -1.594
C -2.714 2.885 -2.546
C -1.443 2.416 -2.326
C -1.181 1.754 -1.104
N -2.202 1.557 -0.225
N -0.038 1.250 -0.614
Si 1.502 1.424 -1.408
C 1.968 3.233 -1.528
C 2.852 0.545 -0.478
C 1.398 0.678 -3.147
H -5.383 2.285 0.427
H -4.029 2.337 1.592
H -4.520 0.806 0.934
H -4.716 3.123 -1.754
H -2.933 3.404 -3.473
H -0.656 2.561 -3.051
H 2.111 3.633 -0.522
H 1.204 3.833 -2.026
H 2.908 3.355 -2.074
H 3.029 1.000 0.499
H 3.781 0.645 -1.048
H 2.666 -0.524 -0.345
H 1.207 1.433 -3.912
H 0.599 -0.065 -3.204
H 2.335 0.180 -3.410